1.
20
Properties=species:S:1:pos:R:3 method="wB97M-V/def2-TZVPD" max_force_ev_per_a=3.82 lumo_energy_ev=-0.11 mol_weight_g_mol=255.5
O 0.3822 -0.4195 3.4047
C -0.6107 0.2329 3.2201
C -0.7995 1.0112 1.9692
F -2.1120 1.2475 1.6927
C -0.1350 0.4599 0.7590
C 1.2156 0.1969 0.8045
C 1.8624 -0.5547 -0.2014
C 1.1017 -0.9261 -1.3214
C -0.2260 -0.4901 -1.4556
C -0.8417 0.1850 -0.4174
C -0.0110 2.6693 2.3293
Cl -1.4616 3.7097 2.6649
Cl 0.7973 3.2166 0.8471
Cl 0.9991 2.5315 3.6621
H -1.2670 0.2829 4.0251
H 1.6879 0.6716 1.5885
H 2.9617 -0.6732 -0.2067
H 1.6537 -1.4901 -1.9900
H -0.7672 -0.8699 -2.2299
H -1.9235 0.4949 -0.4459

2.
22
Properties=species:S:1:pos:R:3 method="wB97M-V/def2-TZVPD" charge=+3 max_force_ev_per_a=5.35 lumo_energy_ev="-15.36 / -16.02" mol_weight_g_mol=321.0
O 2.8131 0.4429 2.2604
C 2.1570 0.6754 1.3410
In -0.0486 0.2620 0.6342
O 2.9520 -1.2548 -3.5432
C 2.3637 -0.8246 -2.6686
C -0.9924 2.7035 0.6214
O -1.1796 3.8249 0.7105
C -1.6869 -0.3289 -1.4372
O -2.7015 -0.5829 -1.9306
N 1.9398 -2.4376 0.7805
C 0.7511 -2.8062 1.4721
C 0.6232 -3.9802 2.2656
C -0.5575 -4.1776 2.9900
C -1.6059 -3.2512 2.8733
C -1.4345 -2.1299 2.0665
N -0.2358 -1.9080 1.4578
H 1.7426 -2.1229 -0.1931
H 2.5326 -3.2613 0.6593
H 1.4612 -4.6693 2.3198
H -0.6639 -5.0350 3.6515
H -2.5365 -3.3835 3.4209
H -2.2518 -1.4126 1.9195

3.
17
Properties=species:S:1:pos:R:3 method="wB97M-V/def2-TZVPD" max_force_ev_per_a=13.93 lumo_energy_ev=-0.29 mol_weight_g_mol=142.2
N 1.6372 3.3384 -1.1418
C 1.6703 2.5308 -0.0676
C 1.2970 1.5036 0.8475
C 0.2560 0.4486 0.1199
C 0.1187 0.2864 -1.3053
C -0.4934 -0.9010 -1.9188
C -0.9661 -1.8648 -0.9891
C -0.8832 -1.7885 0.4023
C -0.3067 -0.5458 0.8590
C -0.6588 -0.3528 2.3545
N -1.1692 -0.3416 3.4751
H 2.2054 0.8330 1.3846
H 0.6126 1.9131 1.6409
H 0.6244 1.0614 -1.9618
H -0.7748 -0.9860 -3.0621
H -1.4896 -2.6896 -1.5875
H -1.6798 -2.4451 0.9502

4.
19
Properties=species:S:1:pos:R:3 method="wB97M-V/def2-TZVPD" max_force_ev_per_a=4.62 lumo_energy_ev=-0.05 mol_weight_g_mol=174.2
C -1.6846 -2.1643 -1.2959
C 1.0683 0.5754 0.8740
C -0.2674 0.3743 1.1006
C 1.0900 -0.5752 -0.0576
C -0.2624 -1.1406 0.6155
C -2.0204 0.1594 -0.3883
C 0.2257 -0.3705 -1.4224
C -1.1053 -1.0250 -0.6828
C 2.2233 1.4252 1.3371
N -2.0754 -3.1112 -1.8377
N -1.4410 0.8560 0.6289
O -3.0236 0.5162 -0.9769
O 0.9387 -1.7638 0.4862
H 0.1030 0.6707 -1.5877
H 0.7226 -1.0268 -2.1145
H 2.1999 2.4125 0.7830
H 2.0500 1.6484 2.3036
H 3.1697 0.9868 1.0909
H -1.9112 1.5523 1.1440

5.
18
Properties=species:S:1:pos:R:3 method="wB97M-V/def2-TZVPD" max_force_ev_per_a=6.97 lumo_energy_ev=-0.45 mol_weight_g_mol=162.1
O -3.3573 1.0904 -0.2579
C -2.2526 0.4541 -0.0103
C -2.3984 -0.9811 0.0980
C -1.2626 -1.7560 0.1909
C 0.1614 -1.2113 -0.2503
C 1.4461 -1.7975 -0.0183
C 2.6666 -1.1492 -0.0385
C 2.5852 0.2269 -0.0687
C 1.4691 0.9837 -0.0063
O 1.7713 2.3370 0.0941
C 0.2023 0.2858 -0.0496
O -0.9688 0.9508 0.1462
H -3.4066 -1.6220 0.6624
H -1.0733 -2.8767 0.0556
H 1.0586 -2.7873 0.1380
H 3.6992 -1.6879 -0.3384
H 3.4345 0.7289 0.2723
H 1.0236 2.8864 0.2691

6.
16
Properties=species:S:1:pos:R:3 method="wB97M-V/def2-TZVPD" max_force_ev_per_a=4.42 lumo_energy_ev=-1.33 mol_weight_g_mol=146.2
C -1.9613 -1.4339 0.0185
C 0.4980 -1.6021 -0.0657
C 2.5955 0.4888 0.0795
C 0.2804 1.5663 -0.0461
C -2.9454 -0.5282 0.0431
C -0.6293 -0.8585 -0.0092
C 2.5887 -0.8759 0.0668
C -0.6917 0.5741 -0.0050
C 1.6627 1.5287 -0.0186
S -2.3479 1.1067 0.0242
H -2.1170 -2.4987 0.0246
H 0.4770 -2.6773 -0.0875
H 3.6283 0.8403 0.1444
H -0.1368 2.5693 -0.0899
H -4.0058 -0.6906 0.0672
H 2.1109 2.5179 -0.0649

7.
22
Properties=species:S:1:pos:R:3 method="wB97M-V/def2-TZVPD" max_force_ev_per_a=4.74 lumo_energy_ev=0.50 mol_weight_g_mol=303.5
O -1.7762 -1.2842 -1.4214
C -0.5175 -0.6729 -1.2778
C -0.4939 0.3751 -0.2922
C -1.3372 0.2918 0.8549
C -1.3209 1.2474 1.7841
C -0.5414 2.3738 1.6637
C 0.4238 2.4200 0.6440
C 0.4087 1.3571 -0.2650
C 0.5184 -2.0693 -0.8018
Cl -0.3645 -2.8889 0.3962
Br 0.8751 -2.9262 -2.4307
C 1.8868 -1.4979 -0.2054
F 1.7325 -0.7342 0.8740
F 2.5648 -0.7308 -1.1292
F 2.6967 -2.5167 0.1571
H -2.3742 -0.6693 -1.8612
H -0.0756 -0.4322 -2.2567
H -2.0004 -0.6956 0.9813
H -2.0570 1.2420 2.5884
H -0.4185 3.1277 2.4340
H 1.0025 3.2893 0.5727
H 1.1681 1.3938 -1.0092

ΔE to the lowest compared entry with this formula, charge and spin, record by record: 0.00; 37.25; 85.10; 175.57; 103.85; 0.00; 0.00 kcal per mole